Molecular formula: C23H52BrInN2O15P
Method: DFT, ωB97M-V/def2-TZVPD

Summary:
- Total energy: -142893.2553 eV
- E_HOMO: -4.229 eV
- Multiplicity: 1
- LUMO level: 2.2894 eV
- Largest force on an atom: 1.760 eV/A
- Total charge: -1
- HOMO-LUMO gap: 6.52 eV

XYZ file:
```
95
Properties=species:S:1:pos:R:3:forces:R:3
C 3.662303 0.756089 -0.638646 -0.79 0.35 0.77
C 2.215891 1.214330 -0.303544 0.42 -0.48 0.11
O 1.457936 1.468230 -1.476629 0.00 0.35 0.78
C 0.383025 2.375071 -1.154579 0.26 0.64 -0.90
C -0.907557 2.081084 -1.975276 0.04 0.49 -0.48
O -2.092365 2.172659 -1.237802 0.06 -0.37 0.31
In -2.146251 0.824853 0.356140 1.08 -0.97 0.27
C -1.163223 -1.085344 -0.380834 0.41 0.63 -0.46
N -1.590415 -1.382342 -1.781722 -0.13 -0.03 0.52
C -1.175264 1.665884 2.206530 -0.64 -0.26 0.26
N -1.743306 2.932101 2.705304 0.74 0.50 0.30
C -1.504592 4.049869 1.803081 -0.25 -0.07 -0.20
P -4.540852 0.171533 1.040082 -1.46 0.81 0.55
O -4.690717 0.414882 2.740253 0.58 -0.41 -1.36
Br -4.783162 -2.098555 0.816961 0.40 0.12 0.16
H 3.698760 0.130078 -1.539646 0.05 0.23 0.30
H 4.288769 1.657188 -0.722789 -0.06 -0.44 -0.36
H 4.019777 0.200480 0.247928 0.05 0.05 -0.52
H 1.660312 0.462363 0.295925 0.38 0.14 -0.18
H 2.304335 2.110911 0.345923 -0.15 -0.21 -0.40
H 0.217292 2.433037 -0.065952 -0.24 -0.36 -0.43
H 0.760517 3.380232 -1.454495 -0.27 -0.27 0.34
H -0.793071 1.124989 -2.529692 0.08 0.15 0.52
H -0.963301 2.866708 -2.763091 0.05 -0.30 0.23
H -0.076207 -0.852918 -0.444822 -0.48 -0.29 0.28
H -1.313850 -1.934382 0.312978 0.03 0.37 -0.20
H -1.487506 -2.372076 -1.981823 -0.04 0.04 -0.06
H -2.572372 -1.158341 -1.886256 -0.01 -0.15 -0.13
H -1.336272 0.915793 3.014666 0.32 0.29 -0.41
H -0.080025 1.789491 2.084950 -0.47 -0.06 0.14
H -2.710336 2.848572 2.981793 -0.11 -0.10 -0.38
H -1.867364 3.845073 0.772723 0.26 0.10 0.22
H -0.411845 4.230050 1.766093 -0.47 0.03 -0.08
H -2.004865 4.973092 2.149405 0.26 -0.42 0.04
H -3.848337 0.142217 3.112433 0.13 0.02 0.43
C 1.891200 2.427250 9.048833 -0.25 0.10 0.09
C 2.071128 1.911947 7.634464 0.38 0.15 0.24
O 0.848379 1.402301 7.097536 0.15 -0.13 -0.03
C -0.039839 2.328748 6.728204 -0.29 -0.32 -0.14
O 0.107756 3.518062 6.797499 0.13 0.28 0.07
O -1.124190 1.699341 6.283554 0.05 0.00 0.05
C -2.200104 2.575403 5.937692 -0.39 0.26 -0.08
H 1.457793 1.652547 9.684336 0.13 -0.06 -0.02
H 2.848893 2.737550 9.469436 0.01 -0.05 -0.03
H 1.213812 3.280601 9.075126 0.08 0.03 -0.09
H 2.771309 1.076758 7.638251 -0.19 -0.12 -0.12
H 2.483696 2.678252 6.975969 -0.18 0.05 0.01
H -1.879509 3.327953 5.220755 0.09 -0.06 0.05
H -2.603208 3.044303 6.837057 0.09 0.03 0.00
H -2.980853 1.971515 5.479863 0.17 -0.18 0.05
C -5.565189 -4.955434 -1.155968 -0.17 -0.38 -0.06
C -4.607509 -4.550760 -2.257326 -0.29 0.51 0.40
O -3.900268 -5.683246 -2.792461 0.07 -0.06 -0.16
C -4.603542 -6.470322 -3.598459 0.33 0.19 0.36
O -5.747587 -6.318988 -3.929477 -0.26 -0.03 -0.19
O -3.812932 -7.481724 -3.977090 0.02 -0.12 -0.12
C -4.477555 -8.458135 -4.774430 0.02 -0.23 -0.17
H -5.039036 -5.511166 -0.377262 0.07 0.16 0.04
H -6.029715 -4.075684 -0.711636 0.10 -0.02 -0.04
H -6.355733 -5.605541 -1.533397 0.01 0.08 -0.10
H -3.848887 -3.883484 -1.848972 0.15 -0.18 -0.09
H -5.117080 -4.010691 -3.056856 -0.02 -0.20 -0.06
H -4.955494 -8.001390 -5.639964 -0.09 0.03 0.11
H -5.211414 -8.995320 -4.173407 -0.09 0.08 -0.08
H -3.723251 -9.161600 -5.120542 0.12 0.12 0.13
C 1.790394 3.536254 -4.443406 -0.16 -0.02 -0.26
C 2.336512 4.947774 -4.513060 -0.06 -0.38 0.55
O 2.434550 5.419677 -5.867276 0.10 0.16 -0.06
C 1.283524 5.764826 -6.437835 0.36 -0.17 0.04
O 0.198050 5.736950 -5.930365 -0.28 0.10 0.08
O 1.545580 6.144315 -7.693975 -0.01 0.09 -0.12
C 0.377075 6.450893 -8.451831 -0.14 0.10 -0.26
H 2.385692 2.865042 -5.065658 0.11 0.02 0.12
H 1.800617 3.169744 -3.417001 0.07 -0.03 -0.03
H 0.765903 3.487547 -4.811850 -0.01 0.09 0.11
H 3.350724 4.963702 -4.114360 0.06 0.13 -0.26
H 1.742007 5.639743 -3.913770 -0.11 0.00 -0.18
H -0.236398 7.195306 -7.946359 -0.03 -0.13 0.07
H -0.198619 5.543727 -8.634640 -0.09 0.06 0.11
H 0.707031 6.856820 -9.405793 0.19 -0.06 0.08
C 5.120709 -5.806280 2.857191 -0.19 -0.09 -0.21
C 5.678726 -4.401037 2.749795 0.00 -0.25 0.46
O 5.700886 -3.942116 1.394318 0.20 0.06 0.05
C 4.513411 -3.591462 0.895120 0.17 0.01 -0.32
O 3.465805 -3.614804 1.476982 -0.21 0.01 0.21
O 4.695538 -3.220183 -0.372277 0.04 0.02 0.01
C 3.482002 -2.906717 -1.062756 -0.29 0.14 -0.28
H 5.672354 -6.486190 2.205062 0.11 0.02 0.10
H 5.185755 -6.167725 3.884256 0.05 0.03 -0.01
H 4.076252 -5.841442 2.548302 0.01 0.09 0.09
H 6.714655 -4.394224 3.088482 0.04 0.11 -0.24
H 5.127161 -3.699688 3.378181 -0.12 -0.02 -0.15
H 2.904766 -2.155628 -0.526511 -0.03 -0.13 0.07
H 2.890388 -3.810175 -1.208656 -0.06 0.05 0.14
H 3.752021 -2.506594 -2.037213 0.23 -0.05 0.09
```
Forces are in eV/Å.

---

Molecular formula: C11H18
Method: DFT, ωB97M-V/def2-TZVPD

Summary:
- ΔE to the lowest compared entry with this formula, charge and spin: 0.582 eV
- Total energy: -11697.2934 eV
- E_HOMO (alpha / beta): 0.879 / -3.750 eV
- Multiplicity: 2
- LUMO level (alpha / beta): 3.5070 / 3.3684 eV
- Largest force on an atom: 1.739 eV/A
- Total charge: -1
- HOMO-LUMO gap (alpha / beta): 2.63 / 7.12 eV

XYZ file:
```
29
Properties=species:S:1:pos:R:3:forces:R:3
C 0.844412 -2.430068 -2.540823 -0.43 0.23 0.42
C 1.211238 -3.751491 -1.877042 -0.21 0.18 -0.30
C -0.573826 -2.381284 -3.087068 -1.05 1.38 0.09
H 0.877905 -1.659537 -1.770023 -0.07 0.12 0.03
H 1.578617 -2.068721 -3.262920 0.01 -0.44 -0.22
H 0.311776 -4.335579 -1.693425 -0.06 -0.17 -0.12
H -1.301546 -2.190038 -2.290566 0.24 -0.33 0.38
H 1.628842 -3.563294 -0.896535 0.54 -0.18 0.08
H 1.877780 -4.305288 -2.533721 0.15 -0.34 0.30
H -0.687042 -1.444037 -3.638305 0.04 -0.12 -0.45
H -1.051663 -3.176014 -3.664334 0.83 -0.31 -0.18
C 1.634184 0.594496 0.839032 0.21 -0.88 -0.44
C 2.619487 1.743792 0.622003 0.37 -0.11 -0.44
C 0.215664 0.975324 1.044503 -0.03 -0.01 0.36
C -0.209848 1.591066 2.280959 0.09 -0.34 -0.31
C -0.800256 0.608666 0.153332 0.15 0.17 -0.18
C -1.514266 2.030290 2.407064 -0.48 0.62 0.57
C -2.104455 0.992992 0.333088 -1.16 -0.23 0.55
C -2.512824 1.778479 1.469138 0.84 -0.19 -0.63
H 1.674170 -0.095365 -0.023173 0.06 0.29 0.00
H 2.046341 -0.050224 1.647754 -0.30 0.32 0.27
H 2.303874 2.634534 1.149466 0.04 0.14 0.34
H 0.459837 1.614542 3.140355 0.08 0.34 -0.19
H -0.572773 0.025459 -0.740960 0.19 -0.01 0.09
H -1.755619 2.661367 3.271036 -0.07 -0.42 0.05
H -2.892343 0.589914 -0.298518 0.17 0.09 -0.30
H -3.546136 2.093064 1.571950 0.17 0.12 0.12
H 2.706687 2.023497 -0.428334 -0.29 0.03 -0.17
H 3.641605 1.461558 0.905470 -0.05 0.07 0.27
```
Forces are in eV/Å.

---

Molecular formula: C2H6N2S
Method: DFT, ωB97M-V/def2-TZVPD

Summary:
- ΔE to the lowest compared entry with this formula, charge and spin: 4.437 eV
- Total energy: -15982.3616 eV
- E_HOMO: -8.805 eV
- Multiplicity: 1
- LUMO level: 0.5628 eV
- Largest force on an atom: 4.677 eV/A
- Total charge: 0
- HOMO-LUMO gap: 9.37 eV

XYZ file:
```
11
Properties=species:S:1:pos:R:3:forces:R:3
C 1.507465 1.226300 0.789062 1.96 -3.08 1.96
C -0.428604 -0.688902 -0.192113 1.45 -2.17 -0.67
H 2.165628 0.006660 0.385165 -1.59 4.16 1.12
H 1.021133 0.891976 1.983531 3.09 1.79 -2.90
H 2.133349 2.350400 0.453936 -2.17 -3.85 1.53
H -1.615687 -2.189691 -0.861955 0.54 0.29 0.01
H -2.543974 -0.861106 -0.989815 1.67 0.67 0.35
H 1.182226 -1.378678 0.918205 -2.34 -0.49 -3.29
N -1.551928 -1.183115 -1.008107 0.13 0.87 1.02
N 0.450852 -1.638461 0.051271 0.25 2.19 3.15
S -0.069270 1.106693 0.076693 -2.99 -0.38 -2.27
```
Forces are in eV/Å.

---

Molecular formula: C7H13N3O3
Method: DFT, ωB97M-V/def2-TZVPD

Summary:
- ΔE to the lowest compared entry with this formula, charge and spin: 4.375 eV
- Total energy: -18079.6007 eV
- E_HOMO: -9.632 eV
- Multiplicity: 1
- LUMO level: 0.5921 eV
- Largest force on an atom: 4.657 eV/A
- Total charge: 0
- HOMO-LUMO gap: 10.22 eV

XYZ file:
```
26
Properties=species:S:1:pos:R:3:forces:R:3
H -0.425451 1.909062 -1.494407 -1.64 -0.45 -2.35
N -0.029507 2.073978 -0.634096 1.74 1.89 0.14
C -0.285274 1.279902 0.258364 -1.13 -1.62 4.22
C 0.404826 1.422524 1.640058 1.23 -0.58 0.11
N -1.304954 0.194644 0.270246 1.94 2.40 -1.46
C -0.928272 -1.079445 0.755881 -1.78 -3.38 -2.02
C -0.071982 -2.096734 -0.240621 -2.94 -1.41 -0.42
C 1.351369 -1.757660 -0.457161 3.19 2.18 0.25
C 1.763670 -0.355802 -0.971448 -0.67 -0.94 0.62
N 2.661172 0.266106 -0.336070 0.16 -0.82 0.43
O 2.917151 1.537281 -0.676098 -0.46 1.39 -1.30
C -2.504794 0.304679 -0.373489 -0.30 -1.48 1.19
O -3.212931 -0.661661 -0.529928 -0.40 -0.37 -0.54
O -2.929538 1.531632 -0.580580 -1.89 1.25 -0.92
H 1.345421 0.820379 1.703004 -0.30 0.61 -0.75
H -0.099854 0.926602 2.448874 -1.06 0.12 0.23
H 0.692213 2.439216 1.990125 -0.48 -0.55 -0.89
H -1.896803 -1.506454 1.215794 1.76 -0.01 -1.04
H -0.258284 -0.974428 1.510151 1.87 0.62 2.46
H -0.600861 -2.475852 -1.241026 0.80 1.63 1.91
H 0.037138 -3.105920 0.228714 -0.64 0.80 0.37
H 2.012586 -1.670664 0.470669 -1.24 -1.01 -0.59
H 1.813493 -2.524077 -1.085705 -0.05 0.06 -0.03
H 1.206929 0.198148 -1.687157 -0.53 0.11 -1.13
H 2.250515 1.879886 -1.357365 0.85 -0.65 1.17
H -3.907966 1.424664 -0.826718 1.98 0.21 0.33
```
Forces are in eV/Å.

---

Molecular formula: CH2N2S2
Method: DFT, ωB97M-V/def2-TZVPD

Summary:
- ΔE to the lowest compared entry with this formula, charge and spin: 3.307 eV
- Total energy: -25715.9048 eV
- E_HOMO: -8.105 eV
- Multiplicity: 1
- LUMO level: -0.5299 eV
- Largest force on an atom: 4.013 eV/A
- Total charge: 0
- HOMO-LUMO gap: 7.58 eV

XYZ file:
```
7
Properties=species:S:1:pos:R:3:forces:R:3
N 0.469282 1.153371 2.001647 -0.49 -1.60 3.49
S 0.748119 2.196228 1.085562 0.72 2.57 -1.12
S 0.851184 1.077380 -0.793504 0.02 -0.75 -1.64
C -0.080162 -0.093454 -0.027530 -0.49 -0.35 -1.04
N -0.537382 -1.181902 -0.625070 2.61 1.98 -2.32
H -1.128609 -1.643585 -0.038071 -1.91 -2.16 1.13
H -0.322432 -1.508037 -1.603033 -0.46 0.31 1.49
```
Forces are in eV/Å.

---

Molecular formula: C7H4BrIN2
Method: DFT, ωB97M-V/def2-TZVPD

Summary:
- ΔE to the lowest compared entry with this formula, charge and spin: 0.000 eV
- Total energy: -88446.5376 eV
- E_HOMO: -8.682 eV
- Multiplicity: 1
- LUMO level: -0.0926 eV
- Largest force on an atom: 2.041 eV/A
- Total charge: 0
- HOMO-LUMO gap: 8.59 eV

XYZ file:
```
15
Properties=species:S:1:pos:R:3:forces:R:3
Br -3.245163 1.982181 1.010354 0.80 -0.83 -0.72
C -2.109521 0.730991 0.080261 0.75 0.07 -0.25
N -2.562132 -0.070737 -0.857089 0.71 0.04 0.95
N -1.505739 -0.866772 -1.191211 1.02 0.06 0.05
C -0.334083 -0.504708 -0.551336 -0.75 -0.96 -0.94
C 0.954232 -1.035368 -0.617240 0.78 -0.93 -0.13
I 1.453165 -2.940345 -1.647213 -0.62 1.68 0.68
C 1.948726 -0.411407 0.127723 0.20 -1.18 -0.86
C 1.669625 0.678896 0.925111 -1.77 0.89 0.50
C 0.344965 1.156842 1.046157 1.20 -0.13 0.25
C -0.647480 0.551350 0.288951 -1.46 0.63 0.28
H -1.505149 -1.539778 -1.947516 -0.62 0.32 0.15
H 2.966701 -0.808183 0.107843 -0.37 0.11 -0.06
H 2.468578 1.116570 1.495297 0.08 0.20 0.15
H 0.103275 1.960468 1.729908 0.05 0.04 -0.06
```
Forces are in eV/Å.